Entry 1:
3 unconnected molecules or ions with the total composition C5H12O3 in a non-equilibrium geometry, computed with the ωB97M-V functional and the def2-TZVPD basis.

Structure (XYZ):
```
20
Properties=species:S:1:pos:R:3:forces:R:3
C -1.706477 1.488245 1.021308 1.16 -0.87 -0.50
C -0.802299 0.829980 0.263100 -0.49 1.45 1.60
C 0.217885 -0.083114 0.854069 -0.25 0.29 1.95
C 1.391411 -0.502361 -0.075893 -0.33 -0.38 -0.91
C 1.565949 -2.004603 -0.108825 1.16 -0.16 0.68
O 0.769006 -2.736525 -0.626531 -0.18 -0.29 0.03
H -2.420242 2.204764 0.730969 -0.73 0.55 -1.27
H -1.828657 1.360862 2.085853 0.71 -0.42 0.34
H -0.682023 0.875354 -0.788862 -0.57 0.62 -0.98
H -0.475091 -0.875084 1.170039 0.88 -0.82 -0.24
H 0.562032 0.344848 1.882648 -0.15 -0.67 -1.95
H 2.319961 -0.042593 0.238525 0.12 0.17 0.09
H 1.284762 -0.289215 -1.201249 -0.37 0.25 1.66
H 2.527604 -2.428279 0.366324 -1.01 0.36 -0.49
O 1.191914 4.421240 -0.171889 0.14 1.27 -0.02
H 0.364282 3.983052 0.028787 -0.28 -0.05 0.09
H 1.013168 5.390966 -0.112973 0.11 -1.30 -0.05
O -2.343000 -2.200315 -0.923711 1.07 -0.39 -0.31
H -1.561566 -2.613637 -0.491391 -0.68 0.39 -0.38
H -2.046407 -2.155122 -1.854170 -0.31 0.01 0.66
```
Forces are in eV/Å.

Energy in hartree: -423.359327
SMILES: C=CCCC=O.O.O
LUMO energy in Eh: 0.0278
Relative energy (zero: lowest compared OMol25 entry of this formula, charge and spin) in kcal per mole: 59.3

Entry 2:
A gas-phase ion, C5H12O3PSi (charge -1) in a non-equilibrium geometry, computed with the ωB97M-V functional and the def2-TZVPD basis.

Structure (XYZ):
```
22
Properties=species:S:1:pos:R:3:forces:R:3
C 0.956339 -0.660341 -3.099408 -0.13 4.20 1.29
C -0.336737 -0.829513 -2.934603 -0.22 -2.21 -0.58
P -1.583994 0.465090 -2.769748 -1.24 -3.32 2.73
O -1.044056 1.793207 -2.880748 1.24 2.18 0.23
O -2.871600 0.038840 -3.324227 -0.29 -0.22 -0.30
O -1.841325 -0.098204 -0.797136 0.52 0.92 -1.61
Si -0.818897 0.151742 0.441684 0.98 -0.08 -0.40
C 0.051222 1.880932 0.300119 0.55 -1.34 0.62
C -1.656599 -0.020989 2.163764 0.16 3.14 -2.06
C 0.675792 -1.152597 0.434276 -4.34 -0.61 2.26
H 1.678896 -1.373659 -3.262238 1.24 -1.89 -0.27
H 1.358847 0.368419 -2.853784 -0.32 -0.97 -0.86
H -0.597574 -1.922169 -2.958966 -0.66 1.25 -0.10
H -0.485085 2.463374 -0.418319 -0.46 0.60 -0.27
H 0.113803 2.354216 1.297781 0.03 0.03 -0.52
H 1.073735 1.744337 -0.120701 -0.53 0.09 0.40
H -2.295502 -0.812164 2.158094 -1.30 -2.92 0.25
H -0.857876 -0.037157 2.855468 0.52 -0.15 1.18
H -2.383530 0.808103 2.327912 0.90 -0.02 0.07
H 1.135155 -1.089481 -0.465470 1.25 -0.44 -2.92
H 1.366627 -0.926487 1.160682 1.77 0.97 1.90
H 0.300421 -2.163381 0.780108 0.32 0.78 -1.07
```
Forces are in eV/Å.

Energy in hartree: -1054.438707
Net charge: -1
SMILES: C=C[P@@](=O)([O-])O[Si](C)(C)C
LUMO energy in Eh: 0.1336

Entry 3:
A molecular structure, C5H12O3Sn in a non-equilibrium geometry, computed with the ωB97M-V functional and the def2-TZVPD basis.

Structure (XYZ):
```
21
Properties=species:S:1:pos:R:3:forces:R:3
C -1.076011 0.596385 2.830833 0.10 0.05 0.06
H -1.596647 1.551832 2.957945 -0.11 -0.34 0.08
H -0.193962 0.577470 3.477057 -0.18 -0.01 -0.09
H -1.711386 -0.273740 3.034389 0.03 0.30 0.08
O -0.598012 0.525031 1.474969 2.06 0.31 1.08
C -1.458659 0.124573 0.532978 -0.07 0.54 -1.40
H -1.854544 -0.883941 0.724189 -0.03 0.28 -0.53
H -2.127385 0.920850 0.184323 -0.08 -0.49 0.04
O 2.132782 1.282855 -0.408440 1.48 0.09 -0.39
C 1.066126 1.777407 -0.937367 -2.35 1.51 0.64
C -0.197280 -0.037221 -1.121979 -1.52 -0.54 -1.99
O 0.703366 -1.035660 -0.643349 -1.19 -0.47 -0.15
C 1.037061 -2.062321 -1.564414 0.41 -0.75 -0.94
Sn 1.937231 -0.260675 0.779242 0.83 -0.18 2.47
H 1.130608 2.215149 -1.949729 -0.02 -0.53 0.39
H 0.365926 2.278161 -0.240442 0.34 -0.14 -0.57
H 0.144711 0.205561 -2.143064 0.84 0.64 0.01
H -1.061252 -0.531907 -1.597085 -0.54 -0.41 0.85
H 1.548408 -2.860559 -1.016712 -0.05 0.18 -0.12
H 0.123480 -2.463359 -2.023769 0.21 0.16 0.27
H 1.685438 -1.645891 -2.349573 -0.16 -0.19 0.20
```
Forces are in eV/Å.

Energy in hartree: -637.238895
Net charge: +1
Expectation value of S²: 0.79
LUMO energy (alpha / beta) in Eh: -0.1582 / -0.1607
Relative energy (zero: lowest compared OMol25 entry of this formula, charge and spin) in kcal per mole: 88.0
Multiplicity: 2

Entry 4:
3 unconnected molecules or ions with the total composition C5H12O5 in a non-equilibrium geometry, computed with the ωB97M-V functional and the def2-TZVPD basis.

Structure (XYZ):
```
22
Properties=species:S:1:pos:R:3:forces:R:3
O -1.632681 1.265026 2.893679 0.14 0.09 0.21
C -0.472302 1.044974 2.656466 -0.48 -0.18 -0.35
C 0.100414 1.225254 1.274280 0.68 1.60 -0.18
C 0.089965 -0.085076 0.469664 -0.07 1.41 -0.49
C 1.410826 -0.878093 0.459338 -0.38 -0.03 1.89
C 2.119309 -0.664698 -0.846100 -0.03 -1.05 0.63
O 2.742265 0.324605 -1.084580 -0.20 0.31 -0.40
O 1.937516 -1.635714 -1.774823 0.47 0.25 -0.85
H 0.163038 0.593127 3.441737 0.18 0.09 -0.03
H 1.050553 1.766592 1.300302 0.75 -0.93 0.37
H -0.397277 2.060638 0.768494 -1.07 -0.66 0.00
H -0.139843 0.202314 -0.558232 -0.12 -0.10 -0.04
H -0.798964 -0.588028 0.826006 0.10 -0.84 -0.02
H 1.188440 -1.880216 0.836955 0.23 -0.39 -1.01
H 2.061583 -0.516949 1.259442 0.05 0.38 -0.20
H 2.023331 -2.535132 -1.443438 -0.36 0.10 0.40
O 0.058454 1.768955 -2.886455 0.17 -0.12 0.05
H 0.883913 1.715631 -2.389622 0.02 0.05 0.02
H 0.303305 1.443547 -3.759348 -0.09 0.02 0.01
O -4.494624 -1.281252 -0.364582 -0.10 -0.02 0.07
H -4.523548 -2.234862 -0.249022 -0.01 -0.03 0.00
H -3.673672 -1.110645 -0.830158 0.11 0.05 -0.08
```
Forces are in eV/Å.

Energy in hartree: -573.885592
SMILES: O=CCCCC(=O)O.O.O
LUMO energy in Eh: 0.0080
Relative energy (zero: lowest compared OMol25 entry of this formula, charge and spin) in kcal per mole: 21.0

- What is the formula in the second record?
  C5H12O3PSi